Below is a cluster of 9 separate species, C27H36O27 in total, with properties calculated with wB97M-V/def2-TZVPD.

Calculated values
Charge ... 0
Relative energy (zero: lowest compared OMol25 entry of this formula, charge and spin) ... 45.5 kcal/mol
Highest occupied orbital energy ... -0.396 Ha
E ... -83864.4132 eV
Spin multiplicity ... 1
Structure (SMILES) ... O=C1OCCO1.O=C1OCCO1.O=C1OCCO1.O=C1OCCO1.O=C1OCCO1.O=C1OCCO1.O=C1OCCO1.O=C1OCCO1.O=C1OCCO1

Atoms and positions in Å:
O: 17.988 -8.044 -3.306
C: 18.951 -8.754 -3.398
O: 19.672 -8.833 -4.503
C: 20.834 -9.621 -4.218
C: 20.571 -10.250 -2.853
O: 19.267 -9.715 -2.508
H: 20.864 -10.434 -4.942
H: 21.786 -9.096 -4.245
H: 21.258 -9.917 -2.079
H: 20.407 -11.318 -2.969
O: 13.480 -2.273 -5.662
C: 13.926 -2.546 -4.593
O: 14.686 -3.612 -4.358
C: 15.364 -3.567 -3.121
C: 14.426 -2.616 -2.398
O: 13.837 -1.814 -3.463
H: 15.319 -4.586 -2.734
H: 16.427 -3.324 -3.146
H: 14.861 -1.878 -1.727
H: 13.621 -3.108 -1.852
O: 21.288 -7.860 -0.070
C: 20.234 -7.329 0.068
O: 19.957 -6.123 -0.528
C: 18.537 -5.964 -0.513
C: 18.120 -6.825 0.683
O: 19.161 -7.783 0.718
H: 18.406 -4.893 -0.378
H: 18.083 -6.434 -1.390
H: 17.180 -7.354 0.544
H: 18.045 -6.121 1.517
O: 14.840 -9.711 4.060
C: 15.699 -10.110 3.352
O: 17.022 -10.129 3.683
C: 17.776 -10.519 2.534
C: 16.716 -10.935 1.488
O: 15.508 -10.506 2.052
H: 18.500 -9.911 1.994
H: 18.267 -11.440 2.851
H: 16.697 -12.021 1.383
H: 16.925 -10.443 0.537
O: 14.119 -12.572 -3.538
C: 13.039 -12.938 -3.215
O: 12.550 -14.196 -3.098
C: 11.163 -14.199 -2.696
C: 10.967 -12.735 -2.327
O: 12.094 -12.067 -2.801
H: 10.583 -14.411 -3.596
H: 10.754 -14.856 -1.932
H: 10.842 -12.588 -1.255
H: 10.062 -12.400 -2.837
O: 11.317 -8.290 0.031
C: 10.838 -7.232 0.297
O: 9.547 -6.881 0.129
C: 9.364 -5.531 0.513
C: 10.737 -5.052 0.933
O: 11.570 -6.199 0.738
H: 9.022 -4.958 -0.348
H: 8.638 -5.466 1.323
H: 10.695 -4.643 1.939
H: 11.021 -4.263 0.238
O: 12.853 -5.765 -1.859
C: 13.240 -6.893 -1.864
O: 12.845 -7.925 -2.650
C: 13.445 -9.110 -2.211
C: 14.733 -8.574 -1.559
O: 14.318 -7.268 -1.134
H: 12.783 -9.494 -1.433
H: 13.710 -9.829 -2.981
H: 15.505 -8.540 -2.337
H: 15.221 -9.220 -0.831
O: 9.850 -13.974 2.423
C: 10.716 -13.198 2.179
O: 11.481 -13.100 1.029
C: 12.404 -12.034 1.114
C: 11.916 -11.217 2.338
O: 11.034 -12.184 2.957
H: 13.436 -12.382 1.101
H: 12.319 -11.375 0.247
H: 11.217 -10.410 2.118
H: 12.631 -10.805 3.046
O: 14.267 -9.948 -5.749
C: 13.778 -8.878 -5.816
O: 12.659 -8.500 -6.529
C: 12.397 -7.153 -6.294
C: 13.777 -6.589 -5.976
O: 14.393 -7.745 -5.356
H: 11.956 -6.682 -7.171
H: 11.729 -7.030 -5.437
H: 13.765 -5.766 -5.271
H: 14.332 -6.443 -6.901

The net atomic charges from Mulliken, expressed in e, are:
1. O -0.499
2. C 0.638
3. O -0.346
4. C -0.397
5. C -0.238
6. O -0.245
7. H 0.285
8. H 0.280
9. H 0.253
10. H 0.257
11. O -0.548
12. C 0.660
13. O -0.303
14. C 0.306
15. C -0.153
16. O -0.384
17. H -0.176
18. H 0.198
19. H 0.321
20. H 0.076
21. O -0.558
22. C 0.574
23. O -0.388
24. C 0.052
25. C -0.038
26. O -0.213
27. H 0.315
28. H -0.073
29. H 0.037
30. H 0.294
31. O -0.495
32. C 0.582
33. O -0.399
34. C -0.314
35. C -0.102
36. O -0.095
37. H 0.212
38. H 0.315
39. H 0.244
40. H 0.109
41. O -0.478
42. C 0.597
43. O -0.414
44. C -0.409
45. C -0.058
46. O -0.108
47. H 0.270
48. H 0.345
49. H 0.008
50. H 0.279
51. O -0.521
52. C 0.674
53. O -0.364
54. C -0.389
55. C -0.137
56. O -0.255
57. H 0.259
58. H 0.286
59. H 0.298
60. H 0.143
61. O -0.610
62. C 0.412
63. O -0.305
64. C 0.295
65. C 0.558
66. O -0.324
67. H -0.321
68. H 0.196
69. H 0.150
70. H -0.195
71. O -0.540
72. C 0.640
73. O -0.363
74. C 1.031
75. C -0.035
76. O -0.415
77. H 0.042
78. H -0.588
79. H 0.092
80. H 0.155
81. O -0.486
82. C 0.605
83. O -0.379
84. C -0.307
85. C -0.050
86. O -0.202
87. H 0.339
88. H 0.221
89. H -0.004
90. H 0.318